Below is C27H52P2SiY as an isolated structure, with properties calculated with the ωB97M-V functional and the def2-TZVPD basis.

Each line ends with the Mulliken charge.
CARTESIAN COORDINATES (ANGSTROEM)
Y (0.5721, 0.1511, -0.2536)  0.037
C (-1.6128, 2.2652, 1.3864)  1.503
C (-1.0006, 2.5771, 0.1142)  -0.244
C (-3.1662, 1.8478, -0.2573)  1.115
C (-2.9270, 1.8072, 1.1433)  0.288
C (-1.9921, 2.2946, -0.8970)  0.808
C (-1.1189, 2.5999, 2.7382)  -1.765
H (-0.0339, 2.6954, 2.8010)  0.472
H (-1.4212, 1.8458, 3.4803)  0.366
H (-1.5379, 3.5666, 3.0679)  0.277
C (-3.9365, 1.4387, 2.1554)  -1.641
H (-3.6056, 1.7259, 3.1575)  0.442
H (-4.1381, 0.3567, 2.1561)  -0.006
H (-4.8917, 1.9491, 1.9596)  0.305
C (-4.4733, 1.5947, -0.9036)  -1.625
H (-5.2689, 2.1875, -0.4273)  0.395
H (-4.7697, 0.5421, -0.8211)  0.125
H (-4.4600, 1.8625, -1.9671)  0.352
C (-1.9029, 2.6952, -2.3194)  -1.795
H (-2.2842, 3.7209, -2.4753)  0.287
H (-2.5075, 2.0331, -2.9511)  0.431
H (-0.8772, 2.6599, -2.7072)  0.203
C (0.1015, 3.5650, -0.0816)  -1.209
H (-0.3134, 4.5787, -0.2527)  0.401
H (0.7225, 3.3351, -0.9623)  0.068
H (0.7736, 3.6488, 0.7840)  0.351
C (2.9407, -1.9865, 1.1213)  0.216
C (3.8480, -1.0058, 1.9165)  -0.324
C (4.7618, -0.0430, 1.1591)  -1.140
C (4.4801, 0.2769, -0.3186)  -1.342
C (2.9917, 0.3676, -0.7947)  0.232
C (2.8073, -0.5730, -1.9794)  0.039
C (3.1180, -2.0536, -1.6393)  -1.422
C (3.5056, -2.5319, -0.2295)  -1.394
H (5.7535, -0.5069, 1.2032)  0.558
H (4.9430, -0.5086, -0.9286)  0.481
H (4.8788, 0.8938, 1.7361)  0.311
H (4.6021, -2.5625, -0.1476)  0.324
H (2.7211, -2.8474, 1.7609)  0.531
H (4.3955, -1.4667, 2.7444)  0.554
H (3.2015, -3.5880, -0.2426)  0.435
H (2.2789, -2.6658, -2.0051)  0.535
H (3.5357, -0.2129, -2.7228)  0.916
H (3.9649, -2.3250, -2.2997)  0.054
H (4.9273, 1.2462, -0.5852)  0.519
H (2.6272, 1.4031, -0.8899)  0.599
P (2.4544, -0.1034, 2.6369)  0.282
C (1.3955, -0.9156, 3.8386)  -1.009
C (2.4197, 1.6736, 2.3247)  -0.038
P (1.1128, -0.4445, -2.8189)  1.098
C (1.7973, -1.0242, 1.1756)  0.652
C (1.3446, 1.0857, -3.7673)  -1.547
C (0.7349, -1.7761, -3.9670)  -1.151
H (0.3875, -1.0471, 3.4132)  0.274
H (1.3301, -0.2693, 4.7189)  0.437
H (1.7440, -1.9144, 4.1241)  0.396
H (3.1065, 2.1027, 1.5814)  0.436
H (2.6778, 2.1441, 3.2868)  0.713
H (1.4122, 2.0092, 2.0562)  -1.294
H (1.4148, -2.6283, -3.9072)  0.423
H (0.7144, -1.3730, -4.9855)  0.485
H (-0.2736, -2.1116, -3.6894)  0.212
H (0.7900, -1.4305, 1.1563)  -0.045
H (2.5186, -0.0981, 0.1119)  -0.738
H (0.4088, 1.2149, -4.3326)  0.462
H (2.2041, 0.9889, -4.4439)  0.482
H (1.4932, 1.9506, -3.1004)  0.299
C (-3.0649, -4.0360, 0.2119)  -1.161
Si (-2.9712, -2.1551, 0.0258)  -0.050
C (-3.1224, -1.7012, -1.7900)  -0.052
C (-4.6102, -1.7075, 0.8688)  -1.189
C (-1.3790, -1.3514, 0.6649)  -0.646
H (-4.0584, -4.3743, -0.1278)  0.309
H (-2.9448, -4.3424, 1.2626)  0.308
H (-2.3009, -4.5437, -0.3926)  0.280
H (-3.9725, -2.2311, -2.2489)  0.377
H (-3.2689, -0.6182, -1.9154)  0.053
H (-2.1970, -1.9931, -2.3073)  -0.449
H (-4.5400, -1.7219, 1.9649)  0.371
H (-5.0544, -0.7510, 0.5722)  0.347
H (-5.3394, -2.4863, 0.5925)  0.366
H (-1.6514, -0.6580, 1.4830)  0.244
H (-0.9251, -2.2171, 1.1975)  0.438

Computed properties:
Energy relative to the best compared isomer or geometry (same formula, charge and spin): 3.325 eV
LUMO level: -3.28 eV
HOMO level: -8.552 eV
Net charge: +1
Total energy: -56329.9034 eV